Entry 1:
{
  "formula": "C2H8NS2",
  "method": "ωB97M-V/def2-TZVPD",
  "fmax_ev_per_a": 0.9,
  "homo_energy_ev": -3.15,
  "e_above_lowest_kj_mol": 33.6,
  "lumo_ev": 3.78,
  "charge": -1,
  "orbital_gap_ev": 6.92,
  "symbols": ["C", "C", "S", "N", "H", "H", "H", "H", "H", "H", "S", "H", "H"],
  "xyz": [[-0.386, -0.581, 1.240], [-1.220, -0.414, -0.063], [-0.557, -1.265, -1.530], [0.668, 0.373, 1.500], [0.104, -1.559, 1.194], [-0.979, -0.655, 2.171], [-1.210, 0.654, -0.297], [-2.249, -0.744, 0.075], [0.343, 1.273, 1.830], [1.312, 0.541, 0.738], [1.654, 1.166, -1.880], [0.643, 0.034, -1.776], [1.877, 1.178, -3.202]]
}

***

Entry 2:
{
  "formula": "C18H24N4O2",
  "method": "ωB97M-V/def2-TZVPD",
  "fmax_ev_per_a": 4.9,
  "homo_energy_ev": -8.74,
  "smiles": "C=CCn1cc(C(=O)NC2CCCCC2)c(=O)c2c(C)nn(C)c21",
  "e_above_lowest_kj_mol": 396.7,
  "lumo_ev": 0.13,
  "charge": 0,
  "orbital_gap_ev": 8.87,
  "symbols": ["C", "C", "C", "N", "C", "C", "C", "O", "N", "C", "C", "C", "C", "C", "C", "C", "O", "C", "C", "C", "N", "N", "C", "C", "H", "H", "H", "H", "H", "H", "H", "H", "H", "H", "H", "H", "H", "H", "H", "H", "H", "H", "H", "H", "H", "H", "H", "H"],
  "xyz": [[1.616, -4.093, 0.286], [2.014, -4.062, -1.038], [2.815, -2.870, -1.639], [1.952, -1.743, -1.680], [1.958, -0.970, -0.472], [0.828, -0.343, 0.040], [0.952, 0.422, 1.259], [1.897, 0.182, 2.006], [-0.018, 1.316, 1.702], [-0.021, 2.190, 2.838], [0.584, 3.572, 2.417], [-0.302, 4.505, 1.671], [-1.553, 4.739, 2.403], [-2.271, 3.451, 2.638], [-1.466, 2.423, 3.458], [-0.427, -0.477, -0.659], [-1.443, 0.112, -0.245], [-0.391, -1.284, -1.896], [-1.516, -1.710, -2.728], [-2.988, -1.339, -2.475], [-1.104, -2.558, -3.664], [0.277, -2.635, -3.559], [0.947, -3.660, -4.288], [0.709, -1.823, -2.439], [2.032, -3.373, 0.911], [0.766, -4.697, 0.491], [1.547, -4.766, -1.700], [3.752, -2.689, -1.060], [3.126, -3.195, -2.642], [2.906, -0.946, 0.158], [-0.833, 1.411, 1.086], [0.610, 1.800, 3.637], [0.861, 4.190, 3.252], [1.456, 3.534, 1.814], [-0.574, 4.064, 0.707], [0.161, 5.408, 1.416], [-1.142, 5.127, 3.401], [-2.088, 5.652, 2.033], [-2.507, 2.875, 1.680], [-3.279, 3.578, 3.184], [-1.288, 2.784, 4.487], [-1.978, 1.493, 3.697], [-3.241, -0.230, -2.436], [-3.206, -1.656, -1.425], [-3.672, -1.745, -3.158], [2.025, -3.440, -4.490], [1.014, -4.666, -3.760], [0.504, -3.858, -5.216]]
}

***

Entry 3:
{
  "formula": "H33O17",
  "method": "ωB97M-V/def2-TZVPD",
  "fmax_ev_per_a": 9.8,
  "homo_energy_ev": -6.30,
  "e_above_lowest_kj_mol": 570.6,
  "lumo_ev": 2.29,
  "charge": -1,
  "orbital_gap_ev": 8.60,
  "symbols": ["O", "H", "H", "O", "H", "H", "O", "H", "H", "O", "H", "H", "O", "H", "O", "H", "H", "O", "H", "H", "O", "H", "H", "O", "H", "H", "O", "H", "H", "O", "H", "H", "O", "H", "H", "O", "H", "H", "O", "H", "H", "O", "H", "H", "O", "H", "H", "O", "H", "H"],
  "xyz": [[1.133, -0.878, 1.383], [1.961, -1.230, 1.510], [0.629, -1.531, 0.890], [4.107, -1.221, 1.721], [3.639, -0.423, 1.492], [4.105, -1.073, 2.733], [-1.253, 2.232, -0.464], [-1.792, 1.580, -0.837], [-0.429, 1.694, -0.559], [-5.450, 3.191, 1.580], [-5.370, 2.591, 0.735], [-5.466, 2.626, 2.330], [0.365, 1.343, 3.607], [0.860, 0.628, 3.387], [0.831, 0.884, -0.806], [-0.582, 0.776, -2.089], [1.614, 1.192, -0.399], [-4.013, -2.638, 0.029], [-3.294, -2.249, -0.238], [-4.700, -1.778, 0.046], [-1.183, 4.634, -4.017], [-1.288, 3.762, -3.776], [0.023, 1.614, 2.839], [2.065, -1.165, -4.634], [1.718, -0.464, -4.116], [2.659, -0.519, -5.111], [3.521, 0.789, -4.433], [2.890, 1.324, -3.906], [4.228, 0.562, -3.851], [-4.319, 0.533, 1.947], [-3.545, 0.368, 1.377], [-4.480, -0.301, 2.448], [-1.559, -0.076, 1.288], [-0.849, -0.033, 0.517], [-1.017, -0.705, 1.862], [-0.670, -1.183, -0.758], [-1.274, -1.359, -1.428], [0.155, -0.648, -1.041], [3.669, -0.882, -1.564], [3.413, -1.747, -1.425], [2.872, -0.458, -1.300], [-1.445, 0.603, -2.555], [-1.634, 1.283, -3.305], [-0.353, 4.943, -3.888], [2.905, -1.927, 3.841], [2.283, -1.253, 3.572], [3.194, -2.527, 3.147], [0.619, -3.718, 3.964], [0.648, -2.954, 4.440], [-0.143, -4.210, 3.815]]
}

***

Entry 4:
{
  "formula": "C8H13PS",
  "method": "ωB97M-V/def2-TZVPD",
  "fmax_ev_per_a": 6.3,
  "homo_energy_ev": -7.49,
  "smiles": "C/C=C(C)\\P=C\\SC.C#C",
  "e_above_lowest_kj_mol": 373.0,
  "lumo_ev": 0.42,
  "charge": 0,
  "orbital_gap_ev": 7.91,
  "symbols": ["C", "C", "C", "C", "P", "C", "S", "C", "H", "H", "H", "H", "H", "H", "H", "H", "H", "H", "H", "C", "C", "H", "H"],
  "xyz": [[2.606, -0.712, 1.382], [2.441, -0.068, 0.107], [1.343, -0.064, -0.699], [1.255, 0.673, -1.999], [0.009, -1.272, -0.293], [-1.421, -0.263, -0.350], [-2.953, -0.634, -0.167], [-2.898, -2.467, -0.052], [2.637, 0.085, 2.187], [3.545, -1.143, 1.432], [1.771, -1.297, 1.519], [3.068, 0.615, -0.347], [0.400, 1.314, -2.082], [1.311, -0.108, -2.807], [2.233, 1.242, -2.150], [-1.160, 0.807, -0.570], [-2.103, -2.718, 0.620], [-2.414, -2.761, -0.890], [-3.870, -2.867, 0.221], [-1.146, 3.395, 0.989], [-1.854, 2.495, 1.311], [-0.317, 4.004, 0.918], [-2.483, 1.747, 1.720]]
}

***

Entry 5:
{
  "formula": "C19H26BN7Sr",
  "method": "ωB97M-V/def2-TZVPD",
  "fmax_ev_per_a": 4.0,
  "homo_energy_ev": [-14.26, -14.24],
  "lumo_ev": [-7.67, -9.80],
  "charge": 2,
  "orbital_gap_ev": [6.59, 4.44],
  "symbols": ["C", "N", "N", "C", "C", "B", "N", "N", "C", "C", "C", "Sr", "N", "N", "C", "C", "C", "H", "H", "H", "H", "H", "H", "H", "H", "H", "H", "H", "C", "H", "H", "H", "C", "N", "C", "C", "C", "C", "C", "C", "C", "C", "H", "H", "H", "H", "H", "H", "H", "H", "H", "H", "H", "H"],
  "xyz": [[2.762, -0.133, -0.095], [1.522, 0.041, -0.608], [1.681, 0.224, -1.980], [2.989, 0.166, -2.306], [3.714, -0.041, -1.129], [0.451, 0.369, -2.926], [-0.553, -0.773, -2.579], [-0.971, -1.016, -1.273], [-1.736, -2.137, -1.314], [-1.812, -2.610, -2.639], [-1.040, -1.728, -3.401], [-0.345, -0.481, 1.167], [-0.196, 1.795, -2.740], [-0.612, 2.149, -1.468], [-1.098, 3.392, -1.543], [-1.002, 3.865, -2.875], [-0.424, 2.820, -3.603], [-1.495, 3.923, -0.682], [-0.165, 2.737, -4.652], [-1.310, 4.829, -3.248], [0.810, 0.245, -4.065], [-0.785, -1.700, -4.454], [3.283, 0.280, -3.346], [-2.353, -3.472, -2.987], [4.781, -0.115, -1.014], [-2.176, -2.568, -0.416], [2.905, -0.360, 0.958], [-2.694, -0.859, 1.408], [-2.325, -1.469, 2.262], [-3.120, -2.196, 2.464], [-1.440, -2.082, 1.967], [-2.132, -0.888, 3.188], [0.227, 2.820, 2.571], [0.340, 1.414, 3.012], [-0.510, 1.235, 4.207], [1.765, 1.045, 3.301], [1.952, -0.443, 3.576], [2.480, -0.919, 4.809], [2.552, -2.301, 5.036], [2.105, -3.206, 4.069], [1.628, -2.721, 2.817], [1.576, -1.367, 2.636], [-0.839, 3.090, 2.512], [0.677, 2.957, 1.577], [0.718, 3.502, 3.291], [-1.499, 1.675, 3.998], [-0.637, 0.172, 4.458], [-0.077, 1.758, 5.082], [2.351, 1.355, 2.414], [2.127, 1.630, 4.170], [2.799, -0.201, 5.575], [2.951, -2.674, 5.983], [2.112, -4.283, 4.269], [1.305, -3.426, 2.047]]
}